C5H7N | wB97M-V/def2-TZVPD

```
13
Properties=species:S:1:pos:R:3:lowdin_charge:R:1
C 2.4247 -0.6865 0.0385 0.111
C 1.5821 0.1654 -0.1157 -0.106
C 0.4626 1.0047 -0.5116 -0.299
N -0.5827 1.6102 0.3351 0.045
C -0.8805 0.3506 -0.3508 -0.297
C -1.1628 -0.9344 0.5104 -0.049
H 3.1973 -1.3834 0.2829 0.024
H 0.7487 1.7333 -1.2836 0.138
H -0.4252 1.4937 1.3350 0.095
H -1.5453 0.4212 -1.2141 0.124
H -1.0331 -0.7557 1.5974 0.076
H -2.2202 -1.2544 0.3929 0.072
H -0.5263 -1.7834 0.2207 0.066
```

Results
HOMO-LUMO gap: 10.352 eV
Lowest unoccupied orbital energy: 1.10 eV
SMILES: C#C[C@@H]1N[C@@H]1C
Largest force on an atom: 1.0 eV/A
Energy relative to the best compared isomer or geometry (same formula, charge and spin): 316.7 kJ/mol

---

C5H7N | wB97M-V/def2-TZVPD

```
13
Properties=species:S:1:pos:R:3:lowdin_charge:R:1
C 0.0064 -1.4218 0.2875 -0.087
C 0.6799 -0.6009 1.0941 -0.058
C 0.6708 0.7918 0.5472 -0.266
N -0.6895 1.3362 0.4220 0.059
C -0.0659 0.7175 -0.7420 -0.278
C -0.5871 -0.7055 -0.9104 -0.146
H -0.1677 -2.4771 0.4765 0.097
H 1.1423 -0.8786 2.0363 0.097
H 1.5283 1.4492 0.6856 0.133
H -0.7681 2.3457 0.3936 0.092
H 0.2731 1.2954 -1.6020 0.137
H -0.3423 -1.1707 -1.8717 0.105
H -1.6803 -0.6813 -0.8167 0.115
```

Results
HOMO-LUMO gap: 10.278 eV
Lowest unoccupied orbital energy: 1.20 eV
SMILES: C1=C[C@@H]2N[C@@H]2C1
Largest force on an atom: 0.5 eV/A
Energy relative to the best compared isomer or geometry (same formula, charge and spin): 163.3 kJ/mol

---

C5H7N2 | wB97M-V/def2-TZVPD

```
14
Properties=species:S:1:pos:R:3:lowdin_charge:R:1
C 2.2136 1.1167 -1.5985 0.182
C 1.3460 2.1045 -1.6467 0.067
C 0.3348 1.3437 -0.9429 0.001
C -0.4455 -0.4932 1.3031 -0.083
C -0.0535 -0.9716 -0.0930 -0.114
N 2.0582 -0.0401 -1.0585 0.177
N 0.8247 0.1281 -0.6206 -0.147
H 1.4365 3.2028 -1.8164 0.160
H -0.7209 1.5328 -0.7676 0.157
H 0.2820 -0.4890 2.1148 0.088
H -0.9909 0.5282 1.4917 0.121
H -1.2253 -1.1831 1.5966 0.077
H 0.4815 -1.9468 -0.0758 0.143
H -0.8440 -1.0530 -0.9609 0.172
```

Results
HOMO-LUMO gap: 7.507 eV
Lowest unoccupied orbital energy: -8.09 eV
Total charge: +1
Largest force on an atom: 4.4 eV/A
Energy relative to the best compared isomer or geometry (same formula, charge and spin): 674.3 kJ/mol